*P*
{
  "formula": "C5H7Br",
  "method": "ωB97M-V/def2-TZVPD",
  "gap_ev": 9.9,
  "multiplicity": 1,
  "charge": 0,
  "symbols": ["C", "C", "C", "C", "C", "Br", "H", "H", "H", "H", "H", "H", "H"],
  "xyz": [[0.11993, 3.10375, 0.19350], [0.37508, 1.93659, 0.02899], [-0.17101, -2.03438, -0.08231], [0.79155, 0.68959, -0.36313], [-0.54180, -0.65630, 0.34989], [-2.22454, -0.17157, -0.44214], [-0.31577, 3.99047, 0.54756], [0.78087, -2.29934, 0.39517], [0.00718, -2.23062, -1.17544], [-0.97758, -2.61797, 0.32921], [1.62781, 0.36244, 0.33399], [1.03717, 0.42498, -1.48556], [-0.50890, -0.49765, 1.37027]],
  "nbo_charge": [-0.2137, -0.0598, -0.6681, -0.4685, -0.1734, 0.0093, 0.2316, 0.2165, 0.2284, 0.2278, 0.2283, 0.2503, 0.1913]
}



*Q*
{
  "formula": "C5H7Br",
  "method": "ωB97M-V/def2-TZVPD",
  "smiles": "C#CCC=C.Br",
  "gap_ev": 10.7,
  "multiplicity": 1,
  "charge": 0,
  "symbols": ["C", "C", "C", "C", "C", "H", "H", "H", "H", "H", "H", "Br", "H"],
  "xyz": [[-2.60329, -1.25433, -0.77127], [-1.51698, -1.07242, -0.28242], [-0.23410, -0.67617, 0.21124], [0.27639, 0.75486, -0.14356], [0.95674, 0.90768, -1.25294], [-3.63268, -1.29909, -1.01342], [0.36441, -1.50967, -0.03893], [-0.19847, -0.77066, 1.41956], [0.25868, 1.60419, 0.52165], [1.45981, 1.75858, -1.33315], [0.89354, 0.10622, -1.96332], [2.59486, 1.00708, 2.55039], [1.38108, 0.44373, 2.09617]],
  "nbo_charge": [-0.2288, -0.0144, -0.5194, -0.1816, -0.3573, 0.2341, 0.2478, 0.2195, 0.2087, 0.1961, 0.1974, -0.1916, 0.1897]
}



*Q* ends up most stable, edging out the next structure by 0.115 eV.